Here is the molecule C4H5NO2 from OMol25. Energies are from the ωB97M-V functional and the def2-TZVPD basis.

Geometry as XYZ:
```
12
Properties=species:S:1:pos:R:3:lowdin_charge:R:1
C 1.368 1.675 0.021 -0.0585
O 0.187 1.285 -0.683 -0.0755
C -0.258 0.034 -0.466 -0.4113
C -1.475 -0.297 0.188 0.0271
C -1.436 -1.648 0.213 -0.1085
O -0.328 -2.098 -0.389 -0.0351
N 0.422 -1.025 -0.817 0.1441
H 1.497 1.089 0.942 0.0980
H 2.236 1.550 -0.633 0.0898
H 1.241 2.735 0.267 0.0896
H -2.209 0.396 0.561 0.1137
H -2.072 -2.409 0.633 0.1267
```

Computed properties:
Maximum force, eV/A: 0.35
Net charge: 0
DFT total energy, eV: -9811.865
SMILES: COc1ccon1